Entry from the OMol25 dataset: a 2-piece molecular cluster, C4H15N3O overall at a distorted geometry (wB97M-V/def2-TZVPD).

XYZ file:
```
23
Properties=species:S:1:pos:R:3:forces:R:3
N -1.136461 -0.052462 -1.378300 1.3107 0.8628 2.9029
C -0.532156 1.292914 -1.462715 -0.1338 1.2953 -0.8415
C -0.066831 1.903068 -0.078283 1.1715 -0.6033 -1.7030
N 1.144439 1.155295 0.341800 -2.3593 0.0919 3.0312
C 0.967658 0.053941 1.379415 -0.1438 2.2890 -0.4013
C 1.717034 -1.185084 1.024271 3.8128 -0.7064 0.1677
N 0.942398 -2.068810 0.189611 2.2560 2.5479 -1.7287
H -1.190829 -0.551896 -2.212613 -0.1149 -0.4109 -1.9551
H -0.504934 -0.631730 -0.808089 -0.2041 0.1033 -0.2602
H -1.402504 1.965476 -1.697597 1.0922 -0.3062 -0.8323
H 0.382470 1.321809 -2.241887 -2.0739 0.3568 1.5593
H 0.170561 3.034129 -0.198784 -0.4318 -1.8940 0.0545
H -0.913188 1.808827 0.621809 0.5841 -0.0801 0.0398
H 1.751920 0.922816 -0.378557 0.8644 -0.6000 -1.5585
H 1.263575 0.584555 2.319098 -0.2178 -1.1993 -0.3447
H -0.083829 -0.283558 1.446917 0.1435 0.5822 0.1333
H 2.746043 -0.888059 0.446992 -2.4362 -0.6654 1.1490
H 2.125558 -1.746497 1.934170 -0.6264 0.9337 -0.7361
H 0.172830 -2.457402 0.579130 -2.5164 -1.6460 1.5514
H 1.498290 -2.662580 -0.368637 0.2454 -0.8314 -0.3936
O -3.223473 -0.702738 0.440991 -6.3589 -1.7870 -0.0733
H -2.389137 -0.467352 0.518884 6.2734 1.6593 0.5917
H -3.439433 -0.344663 -0.417625 -0.1366 0.0077 -0.3525
```
Forces are in eV/Å.

Properties
SMILES: NCCNCCN.O
Energy above the lowest of the compared OMol25 structures with the same formula, charge and spin, eV: 2.387
LUMO energy, eV: 0.953
Electronic energy, eV: -10907.15266
HOMO energy, eV: -8.498
Spin multiplicity: 1
Total charge: 0

Mulliken analysis output, partial charges in e: N -0.360; C -0.441; C -0.633; N -0.299; C -0.239; C -0.616; N -0.459; H 0.225; H 0.111; H 0.295; H 0.255; H 0.280; H 0.321; H 0.235; H 0.365; H 0.095; H 0.284; H 0.272; H 0.169; H 0.166; O -0.667; H 0.305; H 0.335

***

Entry from the OMol25 dataset: a 2-piece molecular cluster, C4H15N3O overall at a distorted geometry (wB97M-V/def2-TZVPD).

XYZ file:
```
23
Properties=species:S:1:pos:R:3:forces:R:3
C 1.089167 -0.348245 1.684407 0.7817 1.9141 -0.7689
C -0.174434 -0.318983 0.891653 -3.2631 -1.4376 0.8570
C -0.466422 0.690258 -0.255098 2.4790 -0.8189 2.7683
C 0.157675 1.875468 -0.171219 -2.0562 0.8117 -2.0883
N -0.110617 2.939735 -0.993035 0.2052 1.0288 0.3603
N -1.587850 0.283435 -1.068778 -0.2030 -0.0991 -1.2355
N 2.261076 -0.855671 0.832936 0.2762 2.5200 0.3280
H 1.305023 0.695313 1.976598 0.4033 -0.2318 -0.5432
H 1.113527 -0.736945 2.687589 -0.4966 -1.3786 -0.0838
H -0.647326 -1.319321 0.717221 1.3926 0.1048 -0.8331
H -0.928279 -0.190077 1.692553 0.1226 1.0343 0.0655
H 0.884349 2.076610 0.600994 -0.0642 -0.0247 0.0996
H -0.190005 3.861710 -0.584722 0.6957 -0.0693 0.2741
H -0.603162 2.984187 -1.870474 -0.1310 -0.9653 -0.0144
H -1.556156 0.544856 -2.066660 0.5021 0.0112 0.2341
H -2.509683 0.658669 -0.789445 0.1944 -0.4286 0.5008
H -1.533255 -0.760137 -1.068112 -0.6995 0.1207 -0.0962
H 1.927364 -1.430063 0.046159 0.5932 -0.6229 0.7397
H 2.687953 -0.011066 0.389560 -0.4101 -0.6862 0.0258
H 3.021751 -1.142662 1.461430 -0.2115 -1.1258 -0.5873
H -1.819035 -3.386155 -0.750342 0.4391 0.0814 -0.2177
H -1.217122 -3.194488 -2.141851 0.1322 -0.0953 0.0881
O -1.104540 -2.916426 -1.221365 -0.6822 0.3571 0.1270
```
Forces are in eV/Å.

Properties
Energy above the lowest of the compared OMol25 structures with the same formula, charge and spin, eV: 2.558
LUMO energy, eV: -6.570
Electronic energy, eV: -10891.61437
HOMO energy, eV: -16.241
Spin multiplicity: 1
Total charge: +2

Mulliken analysis output, partial charges in e: C -0.995; C -0.697; C 0.197; C -0.112; N -0.479; N -0.099; N -0.267; H 0.295; H 0.481; H 0.376; H 0.387; H 0.260; H 0.252; H 0.199; H 0.444; H 0.383; H 0.254; H 0.343; H 0.402; H 0.381; H 0.344; H 0.333; O -0.681